1.
89
Properties=species:S:1:pos:R:3 method="wB97M-V/def2-TZVPD" s_squared=2.02 homo_lumo_gap_ha="0.1557 / 0.2378" e_homo_ev="-1.98 / -4.44" charge=-1 spin_multiplicity=3 mol_weight_g_mol=807.28
Au 1.2271 0.3706 1.1627
P -0.5267 0.7370 -0.5820
Cl -0.4030 -1.6777 2.1549
C 2.8983 -0.3672 2.0696
H 2.8924 -1.3043 2.6151
H 3.8425 0.1736 2.1037
C -2.3932 0.6869 -0.2659
C -0.2074 -0.5437 -1.8961
C -2.8817 -0.7234 0.0659
H -2.4897 1.3083 0.6414
C -4.3277 -0.7153 0.5749
H -2.8222 -1.3561 -0.8333
H -2.2315 -1.1786 0.8311
C -5.2781 -0.0196 -0.4047
H -4.6541 -1.7481 0.7447
H -4.3560 -0.2023 1.5460
C -4.7504 1.3403 -0.8746
H -5.4330 -0.6691 -1.2766
H -6.2584 0.1126 0.0662
C -3.2955 1.2869 -1.3564
H -5.3820 1.7280 -1.6824
H -4.8128 2.0554 -0.0430
H -3.2339 0.6653 -2.2624
H -2.9714 2.2952 -1.6424
C -0.1727 2.4310 -1.3122
C -1.1598 -0.6571 -3.0944
H 0.7768 -0.2086 -2.2708
C -0.4621 -1.4906 -4.1761
H -2.0925 -1.1554 -2.7883
H -1.4396 0.3203 -3.5068
C 0.0205 -2.8615 -3.6816
H -1.1449 -1.6244 -5.0239
H 0.4035 -0.9232 -4.5455
C 0.6870 -2.8407 -2.2959
H -0.8319 -3.5538 -3.6347
H 0.7292 -3.2864 -4.4017
C -0.0553 -1.9498 -1.3026
H 0.7647 -3.8619 -1.9058
H 1.7281 -2.4898 -2.3765
H -1.0374 -2.3847 -1.0737
H 0.4672 -1.9201 -0.3339
C -0.8384 3.5515 -0.4947
H 0.9191 2.5096 -1.1654
C -0.4426 4.9418 -1.0133
H -1.9334 3.4531 -0.5442
H -0.5684 3.4559 0.5662
C -0.6416 5.1063 -2.5259
H -1.0245 5.7016 -0.4803
H 0.6144 5.1142 -0.7714
C -0.0386 3.9549 -3.3381
H -1.7150 5.1823 -2.7470
H -0.1908 6.0503 -2.8523
C -0.4469 2.5725 -2.8162
H -0.3381 4.0412 -4.3887
H 1.0571 4.0246 -3.3069
H -1.5188 2.4205 -3.0161
H 0.0984 1.8022 -3.3796
C 0.0924 1.4805 2.4300
C 1.8671 0.6589 2.9892
H -0.9110 1.3616 1.9435
C 2.8178 1.7156 3.5051
H 1.4473 0.0312 3.7780
C 2.2412 2.5696 4.6368
H 3.7387 1.2094 3.8683
H 3.1088 2.3468 2.6453
C 1.0044 3.2577 4.1011
H 1.9809 1.9175 5.4840
H 3.0038 3.2735 4.9865
C -0.0397 2.1567 3.7179
H 0.5769 3.9434 4.8415
H 1.2543 3.8684 3.2241
H -0.1022 1.3629 4.5011
H -1.0269 2.6624 3.7015
O 5.1962 -4.8573 -1.0885
S 3.7845 -4.6098 -0.9801
O 2.8879 -5.2733 -1.8989
N 3.4344 -2.9703 -0.9407
C 3.0544 -2.5393 0.2457
S 3.0788 -0.7610 0.1901
C 2.8098 -3.5959 1.2386
C 2.2062 -3.6353 2.5008
C 2.0804 -4.8427 3.1898
C 2.5295 -6.0465 2.6222
C 3.1020 -6.0340 1.3356
C 3.2206 -4.8177 0.6804
H 1.7388 -2.7393 2.9064
H 1.6181 -4.8520 4.1753
H 2.4302 -6.9839 3.1616
H 3.4497 -6.9381 0.8499

---

2.
90
Properties=species:S:1:pos:R:3 method="wB97M-V/def2-TZVPD" e_above_lowest_kj_mol=1814.0 homo_lumo_gap_ha=0.2577 e_homo_ev=-10.02 charge=+1 mol_weight_g_mol=605.89
S -0.5759 -0.9296 1.0596
C 0.4270 -2.2761 0.8135
S -0.1336 -3.8927 1.6662
C -1.9931 -3.8609 1.9477
C -2.7306 -4.1618 0.4931
C -4.1188 -3.2941 0.4122
C -3.9162 -1.7608 -0.1635
C -4.0595 -0.6049 1.0282
O -5.4088 -0.0250 1.1187
C -5.4406 0.9576 -0.0149
C -5.0802 0.1341 -1.4157
N -4.9761 -1.3721 -1.2119
N 1.6764 -2.3562 -0.0213
C 2.6803 -1.2753 0.2600
C 4.1350 -1.7726 0.9193
C 5.3411 -0.7298 1.3416
C 5.1015 0.9055 1.0900
C 3.6792 1.4518 0.4217
C 2.5129 0.3385 0.0430
C 1.4212 -2.6030 -1.4833
C 1.8186 -1.6427 -2.7469
C 1.5112 -2.0137 -4.3485
C 0.7925 -3.4504 -4.7239
C 0.3934 -4.4308 -3.4661
C 0.6828 -4.0523 -1.8720
H -2.2427 -4.8083 2.6252
H -2.3523 -2.8482 2.4212
H -3.0160 -5.3158 0.4239
H -1.9422 -3.9037 -0.3456
H -4.8933 -3.8535 -0.2652
H -4.5330 -3.1761 1.5250
H -2.8616 -1.7148 -0.6752
H -3.6578 -1.0457 2.0555
H -3.2757 0.2399 0.7225
H -4.6550 1.8380 0.1641
H -6.5250 1.4027 -0.0102
H -5.9338 0.4059 -2.1737
H -4.0695 0.5884 -1.8506
H -5.8869 -1.7677 -0.8295
H -4.7469 -1.7809 -2.1656
H 4.2782 -2.9304 1.1220
H 6.3119 -1.1796 1.8291
H 5.9848 1.6290 1.4265
H 3.5242 2.6176 0.2426
H 1.5037 0.7661 -0.4058
H 2.3633 -0.6236 -2.5665
H 1.8044 -1.2615 -5.2080
H 0.6028 -3.7409 -5.8569
H -0.0970 -5.4774 -3.7283
H 0.3629 -4.8581 -1.0861
C -1.7956 4.9655 1.3964
C -1.6732 3.4651 1.3828
O -2.3733 2.7741 0.6445
C -0.6612 2.8432 2.3074
H -2.5643 5.2733 0.6797
H -2.0901 5.3052 2.3926
H -0.8444 5.4184 1.1054
H -0.9051 3.0883 3.3441
H 0.3405 3.2016 2.0570
H -0.6834 1.7545 2.1901
C -11.1408 2.1637 -1.4271
C -10.0601 1.1391 -1.6470
O -9.5275 0.9988 -2.7468
C -9.6563 0.2929 -0.4693
H -11.3284 2.6999 -2.3634
H -12.0644 1.6687 -1.1164
H -10.8214 2.8838 -0.6695
H -10.5136 -0.2854 -0.1160
H -9.2708 0.9297 0.3309
H -8.8669 -0.4019 -0.7754
C 5.9484 5.7361 -0.0741
C 5.1740 5.1678 1.0850
O 4.0447 4.7048 0.9327
C 5.8347 5.1880 2.4374
H 5.3479 5.6549 -0.9863
H 6.1679 6.7913 0.1074
H 6.8747 5.1731 -0.2137
H 6.0491 6.2187 2.7307
H 6.7559 4.6006 2.4096
H 5.1594 4.7461 3.1777
C 10.8404 -2.1177 1.2645
C 9.6418 -1.5676 0.5385
O 9.0513 -0.5687 0.9464
C 9.1940 -2.2867 -0.7058
H 11.0484 -1.4979 2.1431
H 10.6369 -3.1388 1.5969
H 11.7138 -2.0981 0.6077
H 8.9171 -3.3152 -0.4611
H 9.9940 -2.2746 -1.4502
H 8.3186 -1.7781 -1.1236

---

3.
83
Properties=species:S:1:pos:R:3 method="wB97M-V/def2-TZVPD" homo_lumo_gap_ha=0.3202 e_homo_ev=-10.50 charge=+1 mol_weight_g_mol=478.72
C 4.3366 0.2662 3.9506
C 3.0730 0.6753 3.2001
C 2.6794 -0.2288 2.0226
C 1.6645 0.4557 1.0710
P 0.1099 -0.3839 0.6751
C -1.1807 0.9088 0.8477
C -1.0896 2.1280 1.8015
C -1.5526 1.9272 3.2411
C -2.0180 3.2539 3.8485
C -0.2610 -1.7601 1.8299
C -1.0460 -1.4351 3.1015
C -1.5911 -2.6669 3.8491
C -2.4494 -3.5976 2.9910
H 4.4925 0.9834 4.7625
H 4.2380 -0.7287 4.3964
H 5.2190 0.2782 3.3016
H 2.2384 0.6903 3.9181
H 3.1880 1.7034 2.8268
H 3.5693 -0.4818 1.4285
H 2.2845 -1.1755 2.4169
H 1.3827 1.4330 1.4838
H 2.1626 0.6646 0.1095
H -1.2333 1.3635 -0.1519
H -2.1518 0.3996 0.9814
H -0.0765 2.5652 1.8301
H -1.7256 2.9184 1.3585
H -2.3544 1.1801 3.2913
H -0.7223 1.5176 3.8318
H -2.2798 3.1338 4.9050
H -1.2259 4.0067 3.7612
H -2.8981 3.6232 3.3061
H -0.8554 -2.4819 1.2435
H 0.6848 -2.2874 2.0469
H -0.4258 -0.8472 3.7947
H -1.8988 -0.7873 2.8434
H -0.7593 -3.2399 4.2807
H -2.1973 -2.2963 4.6876
H -2.8837 -4.3843 3.6129
H -3.2846 -3.0696 2.5140
H -1.8696 -4.0999 2.2092
C -2.0793 -3.2875 -3.1860
C -2.8373 -2.5437 -2.0818
C -4.3479 -2.5478 -2.3505
C -2.6017 -3.2377 -0.7391
C -2.3137 -1.1097 -2.1026
N -3.0334 -0.1261 -2.7131
C -2.2751 1.0299 -2.8442
C -0.9953 0.7569 -2.3078
C -0.0065 1.7478 -2.3145
C -0.3530 3.0102 -2.8166
C -1.6438 3.2700 -3.3103
C -2.6267 2.2711 -3.3433
C -1.0601 -0.5814 -1.7623
C 0.0484 -1.1636 -0.9171
C 1.3762 -1.2730 -1.7202
C 1.4704 -0.9102 -3.0659
C 2.7207 -0.8524 -3.6755
C 3.8507 -1.3151 -3.0081
C 5.1843 -1.1353 -3.6639
C 3.7043 -1.9367 -1.7607
C 2.4708 -1.9068 -1.1120
H -0.9953 -3.2460 -3.0021
H -2.3926 -4.3400 -3.2169
H -2.2865 -2.8308 -4.1634
H -4.8858 -1.9532 -1.5988
H -4.5916 -2.1861 -3.3562
H -4.7229 -3.5787 -2.2863
H -2.9245 -2.6051 0.0999
H -3.1968 -4.1641 -0.6882
H -1.5542 -3.5318 -0.5948
H -3.9844 -0.2139 -3.0589
H 1.0034 1.5255 -1.9575
H 0.4011 3.7966 -2.8258
H -1.8745 4.2652 -3.6839
H -3.6283 2.4354 -3.7372
H -0.2168 -2.2212 -0.7272
H 0.5899 -0.6341 -3.6413
H 2.8124 -0.4273 -4.6776
H 5.9817 -1.5845 -3.0698
H 5.1870 -1.5914 -4.6609
H 5.4077 -0.0684 -3.8009
H 4.5600 -2.4306 -1.2986
H 2.3560 -2.3865 -0.1348

---

4.
102
Properties=species:S:1:pos:R:3 method="wB97M-V/def2-TZVPD" e_above_lowest_kj_mol=98.5 homo_lumo_gap_ha=0.3742 e_homo_ev=-10.16 mol_weight_g_mol=799.04
N -3.1452 -0.7240 -5.0612
B -4.5664 -0.3358 -5.1135
Cl -5.2217 1.3673 -5.1910
Br -5.9001 -1.8366 -5.0790
H -2.6196 -0.2258 -4.3380
H -2.6838 -0.6881 -5.9724
C -3.5222 3.4352 -8.2726
C -2.6025 2.5838 -7.4666
N -1.9171 1.9116 -6.8136
H -4.5542 3.2506 -7.9728
H -3.2864 4.4876 -8.1131
H -3.4104 3.2007 -9.3314
C 0.7495 1.1425 -4.5908
C 0.1725 0.5787 -3.3371
N -0.2802 0.1392 -2.3590
H 0.0053 1.1168 -5.3878
H 1.0586 2.1756 -4.4307
H 1.6168 0.5558 -4.8939
C -3.8766 -1.2673 -1.1921
C -5.1063 -0.9106 -0.4281
N -6.0641 -0.6319 0.1684
H -3.1167 -0.4971 -1.0507
H -3.4850 -2.2219 -0.8407
H -4.1059 -1.3458 -2.2534
C 3.2434 -1.5527 -0.9946
C 3.2337 -1.0717 -2.4063
N 3.2229 -0.6989 -3.5070
H 2.2223 -1.7358 -0.6598
H 3.8142 -2.4787 -0.9232
H 3.7001 -0.8011 -0.3506
C -3.6668 2.8211 1.3581
C -2.6495 1.7408 1.2124
N -1.8562 0.8974 1.0989
H -4.6673 2.3937 1.3288
H -3.5266 3.3358 2.3095
H -3.5624 3.5392 0.5457
C 0.0021 1.0766 3.9338
C -0.0297 2.1670 4.9484
N -0.0543 3.0172 5.7422
H -0.5927 1.3608 3.0649
H 1.0278 0.8959 3.6151
H -0.4021 0.1588 4.3623
C -6.0796 4.6402 -1.9969
C -6.2294 4.0231 -0.6479
N -6.3478 3.5405 0.4023
H -6.2943 3.8997 -2.7678
H -6.7730 5.4751 -2.1005
H -5.0601 5.0048 -2.1261
C 0.4950 -2.2550 1.1913
C 1.8874 -2.3525 1.7166
N 2.9740 -2.4126 2.1300
H 0.4751 -1.6092 0.3124
H 0.1339 -3.2464 0.9155
H -0.1601 -1.8357 1.9553
C -2.4047 3.5908 7.8658
C -2.8082 3.0113 9.1796
N -3.1225 2.5597 10.2036
H -3.2328 3.5204 7.1601
H -2.1315 4.6387 7.9908
H -1.5491 3.0455 7.4660
C 2.7109 -1.2065 5.9632
C 1.2750 -1.0787 6.3453
N 0.1377 -0.9825 6.6478
H 2.8542 -0.8543 4.9406
H 3.3294 -0.6114 6.6359
H 3.0182 -2.2508 6.0252
C -2.9120 -1.9210 8.8997
C -3.1196 -3.3978 8.8854
N -3.2815 -4.5485 8.8744
H -1.8453 -1.6963 8.9168
H -3.3545 -1.4760 8.0085
H -3.3816 -1.4892 9.7839
C 4.2852 -6.0489 3.0414
C 4.2499 -4.9409 4.0368
N 4.2282 -4.0853 4.8241
H 3.6912 -5.7873 2.1655
H 5.3146 -6.2303 2.7305
H 3.8826 -6.9594 3.4858
C 4.9582 -1.6163 -6.9024
C 4.5023 -0.6760 -7.9661
N 4.1483 0.0585 -8.7943
H 5.9733 -1.3640 -6.5953
H 4.2962 -1.5455 -6.0379
H 4.9443 -2.6392 -7.2796
C 2.4642 3.3873 1.7720
C 2.2531 1.9119 1.7613
N 2.0851 0.7617 1.7547
H 3.5314 3.6081 1.7990
H 2.0304 3.8290 0.8746
H 1.9870 3.8226 2.6511
C 5.5492 -6.9269 -0.8367
C 4.1140 -6.8003 -0.4519
N 2.9824 -6.7047 -0.1625
H 5.6872 -6.5926 -1.8651
H 6.1645 -6.3148 -0.1768
H 5.8637 -7.9675 -0.7545
C 3.4735 3.9078 -6.4612
C 2.1817 4.3040 -5.8296
N 1.1656 4.6264 -5.3353
H 4.2407 4.6464 -6.2283
H 3.7875 2.9348 -6.0821
H 3.3530 3.8467 -7.5430

---

5.
94
Properties=species:S:1:pos:R:3 method="wB97M-V/def2-TZVPD" s_squared=6.01 homo_lumo_gap_ha="0.3053 / 0.2996" e_homo_ev="-12.88 / -12.88" charge=+2 spin_multiplicity=5 mol_weight_g_mol=843.06
Cr -0.6726 -0.4557 2.6330
C -0.0266 -3.3144 4.1884
C -0.6667 -3.6432 2.8479
N -0.7995 -2.4935 1.8990
C -2.0584 -2.6121 1.1185
C -3.2239 -1.9916 1.8759
N -3.0070 -0.5398 1.9543
C -3.8952 0.2029 2.8604
C -3.3911 1.6315 3.0807
C -2.2969 1.7815 4.1338
N -0.9309 1.3965 3.6767
C -0.0023 1.2685 4.8299
C -0.0735 -0.1545 5.4340
N -0.9787 -1.0358 4.6463
C -0.9034 -2.4577 5.0874
H 0.9512 -2.8501 4.0455
H 0.1589 -4.2589 4.7029
H -1.6681 -4.0364 3.0341
H -0.1043 -4.4387 2.3570
H -0.0180 -2.5584 1.2474
H -2.2665 -3.6546 0.8684
H -1.9294 -2.0761 0.1797
H -3.2729 -2.3846 2.8951
H -4.1646 -2.2561 1.3837
H -3.1391 -0.1582 1.0230
H -3.9379 -0.3343 3.8130
H -4.9201 0.2305 2.4789
H -4.2314 2.2499 3.3974
H -3.0475 2.0481 2.1274
H -2.5493 1.1723 5.0053
H -2.2614 2.8135 4.4902
H -0.5959 2.1524 3.0851
H -0.2312 2.0181 5.5897
H 1.0074 1.4623 4.4696
H -0.3947 -0.1257 6.4767
H 0.9178 -0.6075 5.4198
H -1.9254 -0.7263 4.8460
H -1.9182 -2.8609 5.0912
H -0.5436 -2.4965 6.1171
Br 2.5901 -2.4962 -0.1603
C 3.8512 -1.1252 0.1614
C 4.7237 -0.7928 -0.8647
C 5.6478 0.2244 -0.6854
C 5.7114 0.9094 0.5182
C 4.8601 0.5653 1.5568
C 3.9350 -0.4531 1.3733
I 2.7264 -0.9705 3.0017
H 4.6828 -1.3414 -1.7952
H 6.3246 0.4735 -1.4912
H 6.4334 1.7015 0.6601
H 4.9295 1.0733 2.5088
C 2.2407 3.1707 -3.1942
C 1.2787 2.1471 -3.8171
C 1.5280 2.1887 -5.3341
C 1.6337 0.7334 -3.3503
C -0.2019 2.5399 -3.5159
O -0.4140 3.8784 -3.9778
C -1.2888 1.6944 -4.2397
C -1.8972 0.4011 -3.6801
C -1.1420 -0.8813 -3.9175
C -0.7279 -1.6831 -2.8673
C -0.0582 -2.8787 -3.0791
C 0.2206 -3.2768 -4.3744
Cl 1.0789 -4.7524 -4.6472
C -0.1900 -2.4994 -5.4485
C -0.8730 -1.3177 -5.2137
C -0.5970 2.8028 -2.0213
N -0.1895 1.9625 -0.8836
C -0.8485 1.0015 -0.2438
N -0.1805 0.6307 0.8509
C 0.9395 1.4146 0.7908
N 0.9520 2.2345 -0.2216
H 3.2468 2.9906 -3.5777
H 2.2857 3.1039 -2.1117
H 1.9570 4.1859 -3.4689
H 2.5635 1.9021 -5.5216
H 1.4035 3.1914 -5.7474
H 0.9027 1.4931 -5.8938
H 2.7122 0.6014 -3.4441
H 1.1550 -0.0265 -3.9662
H 1.3768 0.5294 -2.3121
H -0.3657 3.8938 -4.9405
H -0.9413 1.4795 -5.2508
H -2.1167 2.3981 -4.3471
H -2.8650 0.2979 -4.1773
H -2.1314 0.5040 -2.6169
H -0.9194 -1.3565 -1.8542
H 0.2468 -3.5090 -2.2522
H 0.0147 -2.8263 -6.4586
H -1.2035 -0.7270 -6.0604
H -1.6856 2.8516 -1.9958
H -0.2198 3.7933 -1.7810
H -1.8164 0.6482 -0.5500
H 1.7312 1.3958 1.5203